A molecular structure, C33H38FeN5SSb in a non-equilibrium geometry. Source: OMol25; level of theory: ωB97M-V with the def2-TZVPD basis set.

Positions of all 79 atoms, in Å:
Fe: 0.3854 -0.2049 0.2587
C: -1.7453 -3.8201 2.0513
C: -1.0442 -2.7851 1.2307
N: -0.5855 -1.6793 1.6650
C: -0.6958 -1.3126 3.0691
C: 0.4085 -0.3136 3.3879
N: 0.5036 0.7201 2.3493
C: -0.4907 1.7933 2.4804
C: -0.4232 2.6449 1.2322
N: -0.8045 1.8029 0.0917
C: -0.7093 2.4758 -1.2260
C: 0.2404 1.7124 -2.1486
N: -0.0630 0.3143 -1.9423
C: 0.2474 -0.6290 -2.7333
C: 0.9536 -0.5044 -4.0421
C: -0.1612 -1.9660 -2.1847
C: -0.3607 -3.1167 -2.9298
C: -0.8101 -4.2525 -2.2705
C: -1.0560 -4.2077 -0.9045
C: -0.8299 -3.0133 -0.2366
N: -0.3865 -1.9367 -0.8744
H: -2.3392 -3.3602 2.8383
H: -1.0156 -4.4820 2.5253
H: -2.4057 -4.4325 1.4431
H: -0.5868 -2.1728 3.7321
H: -1.6876 -0.8889 3.2531
H: 1.3638 -0.8403 3.4141
H: 0.2392 0.1227 4.3770
H: 1.4322 1.1324 2.3939
H: -0.3387 2.3950 3.3809
H: -1.4796 1.3337 2.5611
H: 0.6085 2.9717 1.0702
H: -1.0423 3.5409 1.3305
H: -1.7604 1.4926 0.2274
H: -0.3809 3.5080 -1.1023
H: -1.6998 2.5048 -1.6803
H: 1.2837 1.8794 -1.8575
H: 0.1183 2.0404 -3.1831
H: 1.6756 0.3097 -3.9965
H: 0.2466 -0.2844 -4.8459
H: 1.4773 -1.4233 -4.2971
H: -0.1912 -3.1247 -3.9973
H: -0.9775 -5.1690 -2.8199
H: -1.4058 -5.0852 -0.3813
S: 2.6785 -0.2885 -0.1166
Sb: 4.8649 0.2758 0.3489
C: 5.5689 1.2579 -1.3382
C: 6.6463 0.7406 -2.0487
C: 7.0626 1.3790 -3.2098
C: 6.4098 2.5222 -3.6448
C: 5.3356 3.0372 -2.9290
C: 4.9065 2.4045 -1.7735
C: 5.9056 -1.4820 0.6956
C: 6.5338 -1.6871 1.9199
C: 7.1462 -2.9074 2.1707
C: 7.1275 -3.9029 1.2052
C: 6.5026 -3.6905 -0.0172
C: 5.8814 -2.4795 -0.2774
C: 4.8727 1.5275 2.0086
C: 5.4407 2.7943 1.9352
C: 5.3721 3.6354 3.0394
C: 4.7496 3.2061 4.2015
C: 4.1878 1.9366 4.2729
C: 4.2429 1.0923 3.1747
H: 7.1685 -0.1441 -1.7038
H: 7.9009 0.9862 -3.7689
H: 6.7446 3.0222 -4.5437
H: 4.8384 3.9354 -3.2704
H: 4.0653 2.8049 -1.2181
H: 6.5638 -0.9053 2.6700
H: 7.6415 -3.0768 3.1170
H: 7.6062 -4.8522 1.4050
H: 6.5021 -4.4698 -0.7673
H: 5.3862 -2.3198 -1.2283
H: 5.9401 3.1297 1.0339
H: 5.8109 4.6228 2.9917
H: 4.7079 3.8608 5.0616
H: 3.7159 1.6048 5.1886
H: 3.8037 0.1013 3.2301

<S²> = 6.0132
LUMO level (alpha / beta) = -5.443 / -5.612 eV
spin multiplicity = 5
charge = +2
gap between HOMO and LUMO (alpha / beta) = 0.303 / 0.287 hartree